Run a
Below is a cluster of 2 separate species, H4S3 in total, with properties calculated with ωB97M-V/def2-TZVPD.

Its molar mass is 100.2 g/mol. As for the charge: 0. Its spin multiplicity is 1.

```
7
Properties=species:S:1:pos:R:3:lowdin_charge:R:1
S 1.35689 0.20012 0.62494 0.231
S 1.66427 1.61423 -0.88932 0.243
H 2.10620 0.83681 1.53157 -0.204
H 0.59984 1.18478 -1.57533 -0.215
S -2.31015 -1.02844 -0.28896 0.470
H -1.21936 -0.56681 0.33979 -0.304
H -2.19769 -2.24070 0.25731 -0.223
```

***

Run b
Below is a cluster of 2 separate species, H4S3 in total, with properties calculated with ωB97M-V/def2-TZVPD.

Its molar mass is 100.2 g/mol. As for the charge: 0. Its spin multiplicity is 1.

```
7
Properties=species:S:1:pos:R:3:lowdin_charge:R:1
S -0.67675 2.27932 -1.89085 0.229
S -1.86506 0.71323 -0.60116 0.194
H -1.64541 2.45970 -2.81351 -0.238
H -3.09537 0.73690 -1.30317 -0.186
S 2.74563 -1.94438 1.67663 0.465
H 1.89082 -2.91147 2.09624 -0.211
H 2.64615 -1.33330 2.83581 -0.253
```

***

The structure with the most favorable energy is run a; the runner-up is 0.604 eV above it.